This record from the OMol25 dataset describes 2 unconnected molecules or ions with the total composition C21H31N3O5PS2 in a non-equilibrium geometry. The level of theory is ωB97M-V/def2-TZVPD.

Values from the calculation:
- net charge = +1
- energy (hartree) = -2496.48380

Last column: natural (NBO) charge in e.
Positions of all 63 atoms, in Å:
C 2.340 1.168 -0.319  -0.74
C 1.966 0.273 0.889  0.53
C 1.509 1.017 2.186  -0.71
N 2.039 -1.044 0.934  -0.39
N 1.150 -1.682 0.092  0.04
N 1.417 -1.754 -1.205  -0.20
C 0.513 -2.389 -1.967  0.22
C 0.848 -2.403 -3.512  -0.48
C -0.322 -1.564 -4.226  0.10
C -0.894 -2.507 -5.364  -0.63
O 0.146 -0.378 -4.876  -0.52
C 0.544 0.628 -3.955  -0.12
C -0.623 1.476 -3.364  0.04
C -0.257 2.639 -2.532  -0.27
C -1.224 3.514 -1.904  -0.21
C -2.655 3.261 -2.092  -0.22
C -3.032 2.115 -2.919  -0.21
C -2.042 1.234 -3.557  -0.26
C -0.742 -3.079 -1.612  -0.14
C -1.038 -2.999 -0.153  -0.27
P -2.584 -3.760 0.564  0.75
C -2.256 -4.698 2.146  -0.92
C -3.971 -2.516 0.734  -0.92
C 0.002 -2.242 0.581  0.09
S -0.290 -2.032 2.391  0.02
H 2.377 0.618 -1.288  0.25
H 3.337 1.657 -0.115  0.28
H 1.593 2.003 -0.357  0.25
H 2.234 1.805 2.522  0.25
H 1.493 0.245 3.004  0.26
H 0.467 1.425 2.063  0.27
H 1.795 -1.840 -3.731  0.25
H 0.939 -3.442 -3.910  0.25
H -1.129 -1.251 -3.510  0.18
H -1.382 -3.428 -4.939  0.21
H -1.670 -1.997 -5.987  0.23
H -0.043 -2.829 -6.024  0.23
H 1.201 0.244 -3.119  0.17
H 1.200 1.345 -4.530  0.22
H 0.831 2.852 -2.409  0.21
H -0.925 4.403 -1.295  0.23
H -3.423 3.920 -1.618  0.23
H -4.133 1.938 -3.022  0.23
H -2.393 0.372 -4.168  0.22
H -1.423 -3.584 -2.330  0.28
H -2.359 -4.000 3.022  0.24
H -2.872 -5.626 2.254  0.27
H -1.181 -5.044 2.178  0.25
H -4.614 -2.653 1.637  0.26
H -3.642 -1.440 0.689  0.24
H -4.632 -2.658 -0.168  0.26
H -0.989 -0.848 2.497  0.17
C 3.399 4.047 6.117  -0.10
C 3.519 2.551 5.895  -0.10
O 2.244 2.022 6.264  -0.68
S 1.098 3.109 5.920  2.53
O 0.522 2.772 4.660  -0.92
O 0.316 3.321 7.084  -0.87
O 2.070 4.379 5.706  -0.68
H 3.501 4.299 7.175  0.20
H 4.129 4.610 5.539  0.22
H 4.310 2.103 6.494  0.22
H 3.689 2.321 4.839  0.18

***

This record from the OMol25 dataset describes 14 unconnected molecules or ions with the total composition C17H62N8O14 in a non-equilibrium geometry. The level of theory is ωB97M-V/def2-TZVPD.

Values from the calculation:
- energy (hartree) = -2176.09924

Last column: Löwdin charge in e.
Positions of all 101 atoms, in Å:
C 2.011 -1.798 3.612  -0.11
C 2.201 -1.035 4.873  -0.31
O 1.129 -1.550 5.676  -0.08
H 2.203 -2.788 3.897  0.06
H 2.658 -1.563 2.705  0.09
H 1.006 -1.622 3.182  0.08
H 2.130 0.055 4.737  0.10
H 3.197 -1.201 5.302  0.11
H 1.025 -1.016 6.488  0.10
C 2.966 3.576 2.022  -0.05
C 1.759 2.689 1.775  -0.35
O 1.399 1.831 2.795  -0.09
H 3.040 3.804 3.119  0.09
H 2.859 4.538 1.539  0.07
H 3.922 3.207 1.675  0.04
H 1.910 2.146 0.838  0.08
H 0.925 3.264 1.547  0.08
H 1.294 2.302 3.630  0.10
C 4.887 0.914 -0.249  -0.03
C 4.060 -0.245 0.395  -0.31
O 4.048 -1.422 -0.355  -0.07
H 4.610 1.250 -1.205  0.02
H 5.873 0.548 -0.282  0.06
H 4.796 1.847 0.383  0.07
H 3.035 0.084 0.526  0.07
H 4.374 -0.404 1.400  0.09
H 3.474 -1.198 -1.108  0.03
C 2.322 -1.998 -2.863  -0.66
O 3.111 -1.967 -4.030  -0.14
N 2.067 -0.954 -2.207  0.16
N 1.979 -3.088 -2.261  0.15
H 2.327 -0.075 -2.676  0.09
H 1.267 -0.849 -1.604  0.07
H 2.124 -4.034 -2.720  0.16
H 1.724 -3.096 -1.236  0.08
C -0.255 0.351 -0.162  -0.52
O -0.684 1.682 -0.340  -0.15
N -0.489 -0.662 -0.991  0.15
N 0.485 -0.069 0.834  0.21
H -1.207 -0.470 -1.743  0.08
H -0.379 -1.636 -0.696  0.12
H 0.711 0.618 1.579  0.08
H 0.840 -1.011 0.968  0.09
C -2.451 4.671 -1.011  -0.63
O -3.250 5.606 -1.714  -0.20
N -2.516 4.501 0.299  0.16
N -1.514 4.000 -1.612  0.14
H -3.334 4.865 0.804  0.13
H -1.883 3.846 0.737  0.05
H -1.356 4.294 -2.665  0.17
H -1.251 3.039 -1.340  0.04
C -2.348 2.917 3.151  -0.62
O -1.520 2.539 2.125  -0.11
N -2.005 3.681 4.156  0.12
N -3.593 2.559 3.327  0.16
H -1.012 4.041 4.081  0.14
H -2.674 4.334 4.652  0.14
H -3.954 1.985 2.517  0.08
H -4.213 2.746 4.114  0.13
C -4.102 1.566 0.127  -0.17
O -4.844 1.342 1.268  -0.12
H -4.273 2.548 -0.217  0.07
H -4.465 0.949 -0.712  0.09
H -3.098 1.245 0.340  0.06
H -5.758 1.344 0.960  0.11
C -0.972 -4.924 -1.604  -0.12
O -2.289 -4.746 -2.089  -0.10
H -0.645 -5.913 -1.890  0.09
H -0.951 -5.098 -0.462  0.08
H -0.330 -4.096 -1.812  0.04
H -2.810 -5.477 -1.816  0.08
C 0.594 -4.049 1.304  -0.11
O 1.398 -3.199 0.505  -0.17
H -0.495 -3.878 1.191  0.08
H 0.837 -3.713 2.280  0.05
H 0.919 -5.049 1.153  0.08
H 2.318 -3.309 0.775  0.10
C -3.524 -1.769 -0.283  -0.15
O -2.919 -2.774 0.510  -0.11
H -3.050 -0.829 -0.214  0.03
H -4.557 -1.713 -0.072  0.07
H -3.473 -1.999 -1.320  0.07
H -2.757 -2.291 1.334  0.08
C -0.441 -3.107 -4.341  -0.16
O -1.813 -3.513 -4.361  -0.11
H -0.168 -2.473 -5.183  0.09
H 0.335 -3.878 -4.220  0.07
H -0.292 -2.423 -3.493  0.05
H -2.087 -3.634 -3.471  -0.01
C -2.109 0.950 -3.171  -0.09
O -2.129 -0.507 -3.129  -0.14
H -2.323 1.406 -2.222  0.04
H -2.852 1.317 -3.847  0.09
H -1.159 1.321 -3.419  0.05
H -2.454 -0.738 -3.998  0.09
C 1.777 2.110 -2.442  -0.10
O 3.050 1.556 -2.849  -0.13
H 1.684 3.133 -2.776  0.08
H 1.673 2.055 -1.337  0.07
H 0.951 1.546 -2.860  0.06
H 3.714 2.150 -2.575  0.05

***

This record from the OMol25 dataset describes 2 unconnected molecules or ions with the total composition C3H8N2OS in a non-equilibrium geometry. The level of theory is ωB97M-V/def2-TZVPD.

Values from the calculation:
- energy (hartree) = -701.85128

Last column: natural (NBO) charge in e.
Positions of all 15 atoms, in Å:
C 1.700 1.455 -1.842  -0.28
C -0.765 -1.659 2.029  -0.67
C 3.310 0.013 -0.716  0.45
N 3.041 -2.056 0.343  -0.52
N 3.004 -1.092 -0.399  -0.10
O 2.970 1.085 -1.312  -0.49
S -1.162 -0.280 0.776  -0.15
H 0.893 0.600 -1.632  0.20
H 1.797 1.517 -3.005  0.20
H 1.362 2.464 -1.405  0.21
H -0.767 -1.071 3.005  0.22
H 0.215 -2.002 1.827  0.24
H -1.512 -2.442 2.027  0.22
H -2.476 0.119 0.819  0.14
H 3.512 -2.889 -0.027  0.33

***

This record from the OMol25 dataset describes a molecular structure, C8H13GaNP in a non-equilibrium geometry. The level of theory is ωB97M-V/def2-TZVPD.

Values from the calculation:
- energy (hartree) = -2633.33171

Last column: natural (NBO) charge in e.
Positions of all 24 atoms, in Å:
C -0.652 0.418 -3.019  -0.35
C -1.441 1.580 -2.731  -0.36
C -0.543 2.606 -2.362  -0.30
C 0.797 2.138 -2.436  -0.36
C 0.740 0.762 -2.804  -0.36
Ga 1.317 -1.690 -0.589  0.57
P -0.137 -3.506 -0.692  -0.05
H -1.013 -0.589 -3.274  0.18
H -2.510 1.655 -2.821  0.19
H -0.826 3.636 -2.198  0.19
H 1.592 0.095 -2.919  0.19
H 1.683 2.690 -2.146  0.19
H 0.821 -4.482 -1.150  0.06
H -1.353 -3.740 -1.454  0.06
H -0.418 -3.879 0.681  0.06
C 0.765 0.789 4.034  -0.59
C -0.317 -0.052 3.308  -0.53
C -0.071 -0.274 1.905  0.46
N 0.145 -0.559 0.790  -0.48
H 1.773 0.400 3.834  0.22
H 0.615 0.766 5.121  0.23
H 0.717 1.842 3.718  0.23
H -0.390 -1.045 3.786  0.26
H -1.296 0.438 3.420  0.27

***

This record from the OMol25 dataset describes a molecular structure, AlBH10O3 in a non-equilibrium geometry. The level of theory is ωB97M-V/def2-TZVPD.

Values from the calculation:
- net charge = +2
- energy (hartree) = -498.07357

Last column: natural (NBO) charge in e.
Positions of all 15 atoms, in Å:
Al -0.218 -0.163 -0.101  1.56
B 2.860 -0.218 -0.682  -0.47
H 2.682 0.927 -0.999  0.11
H 2.639 -0.263 0.529  0.13
H 2.028 -0.940 -1.324  0.14
H 3.959 -0.757 -0.889  0.32
O -1.704 2.292 -0.026  -0.95
H -1.923 2.670 0.840  0.52
H -1.408 3.047 -0.562  0.52
O -1.223 -2.471 -1.354  -0.99
H -1.081 -2.416 -2.311  0.51
H -1.691 -3.310 -1.215  0.54
O -1.516 0.411 2.345  -0.99
H -0.971 0.706 3.090  0.52
H -2.432 0.485 2.657  0.53

***

This record from the OMol25 dataset describes a single H2N2O3 molecule in a non-equilibrium geometry. The level of theory is ωB97M-V/def2-TZVPD.

Values from the calculation:
- SMILES = O=NN(O)O
- energy (hartree) = -336.23691

Last column: natural (NBO) charge in e.
Positions of all 7 atoms, in Å:
H -0.195 1.705 -0.628  0.49
H -1.241 -0.723 0.927  0.46
N -0.147 -0.152 -0.405  0.18
N 0.982 -0.915 -0.055  0.22
O -0.094 1.136 0.132  -0.55
O -1.300 -0.829 -0.009  -0.51
O 1.995 -0.222 0.038  -0.29